Entry 1:
Computed, not measured: a 6-piece molecular cluster, C37H37ClO11Si overall at a distorted geometry, with ωB97M-V/def2-TZVPD.

CARTESIAN COORDINATES (ANGSTROEM)
C: -6.45 -0.93 2.95
C: -5.21 -1.58 3.56
O: -5.33 -1.83 4.95
C: -4.14 -1.50 5.64
C: -3.12 -2.65 5.63
Si: -1.33 -2.09 5.42
C: -0.44 -1.74 7.05
C: -0.43 -0.23 7.44
C: 0.71 0.50 6.73
Cl: 2.03 0.91 7.87
H: -6.27 0.13 2.78
H: -7.34 -1.05 3.57
H: -6.64 -1.35 1.97
H: -5.06 -2.53 3.05
H: -4.36 -0.93 3.34
H: -3.71 -0.57 5.25
H: -4.41 -1.29 6.68
H: -3.35 -3.32 4.80
H: -3.18 -3.22 6.55
H: -0.61 -3.23 4.79
H: -1.20 -0.97 4.47
H: -0.88 -2.30 7.88
H: 0.59 -2.04 6.92
H: -0.23 -0.17 8.51
H: -1.39 0.25 7.26
H: 0.38 1.41 6.23
H: 1.18 -0.11 5.97
O: -3.80 -5.86 -2.46
C: -4.12 -4.83 -1.92
C: -3.56 -3.52 -2.35
C: -3.91 -2.39 -1.74
C: -4.86 -2.39 -0.61
O: -5.17 -1.36 -0.04
C: -5.41 -3.69 -0.17
C: -5.07 -4.83 -0.78
H: -2.86 -3.54 -3.17
H: -3.51 -1.43 -2.04
H: -6.11 -3.67 0.66
H: -5.47 -5.79 -0.48
O: -2.52 -2.47 -4.92
C: -1.38 -2.18 -5.24
C: -0.77 -0.90 -4.82
C: 0.48 -0.58 -5.18
C: 1.29 -1.49 -6.01
O: 2.43 -1.21 -6.33
C: 0.68 -2.77 -6.44
C: -0.57 -3.09 -6.08
H: -1.38 -0.25 -4.20
H: 0.95 0.35 -4.87
H: 1.29 -3.42 -7.05
H: -1.04 -4.02 -6.38
O: -1.49 -1.45 -1.44
C: -0.71 -1.98 -0.68
C: -0.22 -1.28 0.54
C: 0.63 -1.87 1.38
C: 1.12 -3.25 1.14
O: 1.89 -3.79 1.90
C: 0.63 -3.95 -0.08
C: -0.22 -3.36 -0.92
H: -0.59 -0.28 0.70
H: 1.00 -1.38 2.27
H: 1.00 -4.95 -0.23
H: -0.59 -3.86 -1.80
O: 2.27 1.33 -3.46
C: 3.41 1.74 -3.56
C: 4.49 0.86 -4.06
C: 5.74 1.31 -4.17
C: 6.10 2.70 -3.81
O: 7.24 3.11 -3.91
C: 5.01 3.58 -3.31
C: 3.76 3.14 -3.20
H: 4.21 -0.15 -4.32
H: 6.55 0.68 -4.53
H: 5.29 4.59 -3.05
H: 2.96 3.76 -2.84
O: 4.42 6.10 -1.77
C: 4.88 7.22 -1.84
C: 6.30 7.45 -2.20
C: 6.80 8.68 -2.28
C: 5.96 9.87 -2.02
O: 6.42 10.99 -2.09
C: 4.54 9.64 -1.66
C: 4.04 8.41 -1.58
H: 6.90 6.56 -2.39
H: 7.84 8.87 -2.54
H: 3.95 10.53 -1.47
H: 3.01 8.22 -1.32

Output
2S+1: 1
SMILES: CCOCC[SiH2]CCCCl.O=C1C=CC(=O)C=C1.O=C1C=CC(=O)C=C1.O=C1C=CC(=O)C=C1.O=C1C=CC(=O)C=C1.O=C1C=CC(=O)C=C1
Kohn-Sham gap in eV: 7.738
DFT total energy in Ha: -3009.21741
M in g mol⁻¹: 721.23


Entry 2:
Computed, not measured: C21H33F6MoN4PSi as an isolated structure, with ωB97M-V/def2-TZVPD.

CARTESIAN COORDINATES (ANGSTROEM)
Mo: -0.16 -0.28 -0.11
C: -2.86 -2.08 1.40
C: -2.37 -1.10 0.36
C: -2.41 0.29 0.66
C: -2.76 0.76 2.05
C: -2.21 1.23 -0.39
C: -2.31 2.70 -0.12
C: -1.93 0.80 -1.71
C: -1.67 1.84 -2.76
C: -1.95 -0.57 -2.02
C: -1.89 -1.07 -3.44
C: -2.08 -1.53 -0.97
C: -2.05 -2.99 -1.32
H: -2.34 -1.98 2.36
H: -2.80 -3.11 1.07
H: -3.91 -1.85 1.59
H: -2.15 1.61 2.36
H: -2.65 -0.03 2.79
H: -3.80 1.08 2.07
H: -1.36 3.19 -0.31
H: -2.64 2.93 0.88
H: -3.03 3.13 -0.82
H: -1.08 2.66 -2.36
H: -2.61 2.26 -3.11
H: -1.15 1.44 -3.62
H: -0.94 -1.57 -3.66
H: -2.03 -0.28 -4.16
H: -2.68 -1.81 -3.59
H: -1.75 -3.62 -0.49
H: -1.38 -3.19 -2.15
H: -3.05 -3.32 -1.63
N: 3.34 -1.79 -1.93
C: 3.38 -0.60 -2.63
C: 2.33 0.14 -2.20
N: 1.65 -0.58 -1.25
C: 2.29 -1.74 -1.11
C: 1.72 -2.64 -0.13
N: 0.61 -2.23 0.50
C: 0.28 -3.25 1.37
C: 1.18 -4.26 1.26
N: 2.08 -3.86 0.30
H: 4.00 -2.54 -2.04
H: 4.15 -0.41 -3.36
H: 2.03 1.14 -2.49
H: -0.57 -3.19 2.03
H: 1.26 -5.21 1.75
H: 2.87 -4.41 -0.01
F: 0.52 1.54 0.00
P: 2.30 4.19 -0.78
F: 3.12 2.86 -0.67
F: 1.64 3.59 -2.10
F: 2.88 4.62 0.62
F: 3.01 5.30 -1.54
F: 0.87 4.51 -0.26
C: 3.17 0.64 1.82
Si: 1.52 0.99 2.55
C: 0.94 2.70 2.80
C: 0.72 -0.33 3.55
H: 3.88 1.10 2.52
H: 3.31 1.13 0.86
H: 3.39 -0.42 1.77
H: 0.58 2.81 3.82
H: 0.12 2.96 2.12
H: 1.75 3.41 2.62
H: 0.86 -0.01 4.59
H: 1.18 -1.31 3.41
H: -0.36 -0.39 3.41

Output
2S+1: 4
Charge: +3
Kohn-Sham gap (spin up / spin down) in eV: 8.062 / 7.460
Relative energy (zero: lowest compared OMol25 entry of this formula, charge and spin) in kcal per mole: 41.4
DFT total energy in Ha: -2336.58688
M in g mol⁻¹: 610.51
Expectation value of S²: 3.773